DFT (ωB97M-V with the def2-TZVPD basis set) results for an isolated molecule of C4H9ClSi2 at a distorted geometry.

Results
energy above the lowest of the compared OMol25 structures with the same formula, charge and spin: 0.370 eV
SMILES: C=C[SiH](C=C)[SiH2]Cl
frontier orbital gap: 10.22 eV
total charge: 0
HOMO: -9.59 eV
E: -32569.87805 eV
spin multiplicity: 1

Element x y z (Å)
C: 0.4814 2.6865 -0.3949
C: 1.1848 -2.5396 -0.4424
C: 0.1354 1.5075 -0.8637
C: 0.4644 -1.4977 -0.7809
Si: -2.2526 -0.2064 0.9229
Si: -0.0961 -0.0209 0.2593
Cl: -3.5640 -0.1154 -0.6822
H: 0.6988 3.4151 -1.1303
H: 0.5773 2.8038 0.6109
H: 1.2217 -3.4192 -1.0627
H: 2.0012 -2.3517 0.3595
H: 0.2881 1.1831 -1.9630
H: -0.0303 -1.7681 -1.7368
H: -2.4976 1.0295 1.4486
H: -2.4728 -1.0921 2.0341
H: 0.6438 -0.1047 1.4118

Atoms 1-6, force components in eV/Å:
-0.34 -0.86 -2.72
3.13 0.70 1.98
0.59 -2.71 -0.80
-1.88 -0.02 -1.23
0.02 -0.76 -1.20
-0.10 -0.34 -3.58